Here is C50H58Cl2CsN7OP2S as an isolated structure from OMol25. Energies are from ωB97M-V/def2-TZVPD.

Last column: Löwdin charge in e.
Element x y z (Å)
Cs  -1.120  0.709  -0.259  0.996
Cl  -2.251  -3.235  0.939  0.671
C  -1.808  -4.240  -0.418  -0.671
C  -2.306  -5.530  -0.436  -0.133
C  -2.003  -6.371  -1.494  -0.105
C  -1.205  -5.897  -2.524  -0.136
C  -0.717  -4.605  -2.484  -0.679
Cl  0.276  -4.087  -3.820  0.635
C  -0.984  -3.706  -1.430  -0.770
S  -0.370  -2.094  -1.395  0.399
H  -2.929  -5.871  0.381  0.098
H  -2.384  -7.382  -1.517  0.098
H  -0.955  -6.532  -3.363  0.096
C  -0.630  -0.651  2.837  -0.381
N  0.806  -0.643  3.113  -0.150
C  1.622  -1.107  1.977  -0.301
P  2.269  0.203  0.807  1.043
C  3.707  0.956  1.671  -0.363
C  3.563  1.507  2.946  -0.125
C  4.611  2.182  3.555  -0.077
C  5.819  2.338  2.892  -0.091
C  5.971  1.809  1.618  -0.083
C  4.925  1.126  1.013  -0.096
C  3.081  -0.927  -0.377  -0.402
C  4.071  -1.833  0.006  -0.097
C  4.588  -2.737  -0.906  -0.074
C  4.115  -2.751  -2.214  -0.071
C  3.136  -1.855  -2.605  -0.096
C  2.627  -0.944  -1.690  -0.169
C  1.243  -1.084  4.385  -0.220
C  0.355  -1.495  5.383  -0.034
C  0.809  -1.905  6.628  -0.081
C  2.162  -1.928  6.922  -0.103
C  3.056  -1.540  5.936  -0.084
C  2.611  -1.129  4.689  -0.042
P  -1.850  0.751  3.201  1.064
C  -1.644  1.046  5.001  -0.387
C  -2.584  0.444  5.838  -0.123
C  -2.473  0.546  7.217  -0.086
C  -1.429  1.272  7.773  -0.085
C  -0.508  1.900  6.946  -0.074
C  -0.614  1.791  5.568  -0.078
C  -1.160  2.312  2.530  -0.504
C  -2.087  3.284  2.149  -0.126
C  -1.663  4.504  1.643  -0.078
C  -0.307  4.760  1.493  -0.080
C  0.624  3.798  1.856  -0.061
C  0.197  2.584  2.373  -0.167
H  -1.110  -1.507  3.328  0.070
H  -0.771  -0.869  1.778  -0.059
H  1.013  -1.740  1.318  0.065
H  2.424  -1.747  2.337  0.086
H  2.637  1.387  3.493  0.082
H  4.479  2.584  4.552  0.106
H  6.637  2.866  3.365  0.101
H  6.911  1.926  1.093  0.103
H  5.062  0.716  0.020  0.100
H  4.448  -1.828  1.023  0.109
H  5.351  -3.440  -0.598  0.103
H  4.502  -3.475  -2.921  0.105
H  2.731  -1.892  -3.608  0.087
H  1.829  -0.274  -1.990  0.061
H  -0.707  -1.495  5.209  0.084
H  0.082  -2.211  7.370  0.105
H  2.514  -2.245  7.895  0.097
H  4.121  -1.553  6.131  0.103
H  3.350  -0.826  3.962  0.089
H  -3.403  -0.114  5.399  0.097
H  -3.204  0.068  7.857  0.102
H  -1.338  1.357  8.848  0.102
H  0.305  2.471  7.378  0.105
H  0.116  2.283  4.939  0.097
H  -3.147  3.079  2.251  0.102
H  -2.390  5.249  1.348  0.108
H  0.023  5.705  1.079  0.108
H  1.684  3.985  1.733  0.111
H  0.917  1.833  2.657  0.043
C  -4.369  -1.844  -1.396  -0.063
N  -4.941  -1.196  -2.561  -0.104
C  -5.338  -2.024  -3.685  -0.139
C  -5.616  -0.968  -4.737  -0.145
N  -4.636  0.063  -4.402  -0.086
C  -4.879  1.361  -5.005  -0.053
C  -4.316  -0.061  -3.046  -0.374
N  -3.557  0.638  -2.295  0.052
C  -2.718  1.704  -2.801  -0.328
C  -1.627  1.160  -3.736  -0.244
N  -0.429  1.991  -3.677  0.080
C  0.674  1.570  -4.189  -0.352
N  1.853  2.294  -4.079  -0.101
C  2.079  3.175  -2.953  -0.038
C  2.977  1.468  -4.488  -0.137
C  2.306  0.506  -5.444  -0.142
N  0.961  0.403  -4.887  -0.071
C  0.019  -0.317  -5.730  -0.042
H  -4.949  -2.739  -1.174  0.092
H  -4.418  -1.174  -0.540  0.078
H  -3.322  -2.119  -1.562  0.049
H  -6.212  -2.628  -3.444  0.122
H  -4.522  -2.689  -3.997  0.130
H  -6.638  -0.579  -4.636  0.124
H  -5.472  -1.323  -5.757  0.121
H  -5.276  1.196  -6.006  0.089
H  -3.964  1.938  -5.106  0.064
H  -5.608  1.950  -4.437  0.101
H  -2.217  2.142  -1.941  -0.046
H  -3.265  2.526  -3.270  0.106
H  -2.031  1.094  -4.749  0.097
H  -1.411  0.140  -3.397  0.080
H  1.270  3.888  -2.847  0.064
H  3.006  3.720  -3.130  0.091
H  2.172  2.619  -2.010  0.092
H  3.413  0.939  -3.632  0.110
H  3.752  2.070  -4.960  0.124
H  2.786  -0.472  -5.481  0.113
H  2.270  0.918  -6.461  0.127
H  0.565  -1.139  -6.193  0.089
H  -0.387  0.317  -6.527  0.098
H  -0.791  -0.753  -5.159  0.071
O  -0.790  3.945  -1.662  -0.115
H  -1.065  4.827  -1.925  0.043
H  -0.666  3.421  -2.489  -0.016

## Properties
Total charge ... 0
LUMO energy ... 0.183 eV
Strongest force on any atom ... 0.6 eV Å⁻¹
Kohn-Sham gap ... 6.70 eV

---

Here is C29H44N4P2RuS6Sb as an isolated structure in a non-equilibrium geometry from OMol25. Energies are from ωB97M-V/def2-TZVPD.

Last column: Mulliken spin population.
Element x y z (Å)
Ru  0.793  0.366  -0.146  0.898
C  -1.752  -3.504  -1.405  0.002
C  -1.342  -2.405  -2.387  0.001
C  -2.596  -1.672  -2.870  0.000
P  0.137  -1.356  -1.794  0.003
C  1.352  -2.777  -2.010  0.002
C  1.586  -3.419  -0.635  0.011
C  2.706  -2.464  -2.642  0.000
C  0.134  -0.236  -3.205  0.008
C  0.239  -0.662  -4.523  -0.010
C  -0.095  0.167  -5.579  0.012
C  -0.660  1.405  -5.277  -0.006
C  -0.788  1.842  -3.974  0.006
C  -0.285  1.083  -2.890  0.001
N  -0.309  1.482  -1.579  0.013
C  -0.483  2.821  -1.207  -0.017
C  -0.144  3.936  -1.973  0.004
C  -0.379  5.215  -1.493  0.000
C  -0.919  5.424  -0.232  0.002
C  -1.168  4.323  0.578  0.001
C  -0.955  3.042  0.106  0.015
P  -1.039  1.476  1.016  0.029
C  -2.823  0.973  0.825  -0.005
C  -3.014  0.069  -0.373  0.015
C  -3.790  2.155  0.711  0.001
C  -1.016  1.604  2.880  -0.004
C  -2.081  2.461  3.566  0.006
C  0.347  1.900  3.500  0.000
H  -2.632  -4.030  -1.786  0.000
H  -0.966  -4.243  -1.253  0.000
H  -2.016  -3.094  -0.429  -0.001
H  -0.902  -2.870  -3.274  0.001
H  -3.301  -1.511  -2.062  0.000
H  -2.376  -0.712  -3.338  0.000
H  -3.093  -2.297  -3.618  0.000
H  0.834  -3.504  -2.643  0.002
H  0.662  -3.645  -0.101  0.000
H  2.156  -4.347  -0.756  0.000
H  2.163  -2.741  -0.010  -0.005
H  3.331  -1.891  -1.961  -0.005
H  3.212  -3.410  -2.867  0.001
H  2.626  -1.884  -3.561  -0.001
H  0.577  -1.674  -4.722  0.000
H  0.031  -0.156  -6.605  0.001
H  -1.021  2.043  -6.077  0.000
H  -1.293  2.774  -3.777  0.001
H  0.377  3.805  -2.909  0.001
H  -0.109  6.063  -2.112  0.000
H  -1.090  6.427  0.138  0.000
H  -1.500  4.475  1.597  0.001
H  -3.040  0.391  1.727  -0.001
H  -2.825  0.615  -1.299  0.002
H  -2.324  -0.770  -0.333  -0.004
H  -4.038  -0.318  -0.395  -0.001
H  -3.629  2.677  -0.233  0.000
H  -4.819  1.783  0.725  0.000
H  -3.684  2.894  1.503  -0.001
H  -1.245  0.553  3.098  0.004
H  -1.943  3.524  3.367  0.000
H  -3.095  2.181  3.290  0.000
H  -1.989  2.322  4.648  0.000
H  0.638  2.941  3.354  0.000
H  0.299  1.694  4.575  0.000
H  1.138  1.295  3.063  0.004
S  4.131  4.188  -1.891  0.000
Sb  3.752  2.346  -0.616  0.004
S  1.833  2.473  0.746  -0.033
S  2.562  0.690  -1.827  0.036
S  5.646  1.636  0.504  0.000
S  2.810  -0.513  0.961  -0.016
C  2.703  -1.273  2.463  -0.002
N  3.864  -1.625  3.066  -0.002
C  3.910  -2.381  4.298  0.000
C  2.691  -3.290  4.337  0.000
C  1.453  -2.413  4.252  0.000
N  1.561  -1.535  3.099  0.011
H  4.703  -1.311  2.603  -0.001
H  3.895  -1.712  5.169  0.000
H  4.840  -2.950  4.328  0.000
H  2.678  -3.902  5.240  0.000
H  2.719  -3.950  3.467  0.000
H  1.355  -1.819  5.169  0.000
H  0.543  -3.005  4.140  0.000
H  0.715  -1.372  2.545  0.029
S  -2.795  -3.208  2.485  0.000
C  -1.591  -2.199  1.949  0.019
N  -0.749  -1.485  1.563  -0.032

## Properties
Total charge ... -2
LUMO energy (spin up / spin down) ... 4.068 / 4.066 eV
Strongest force on any atom ... 2.0 eV Å⁻¹
2S+1 ... 2
Kohn-Sham gap (spin up / spin down) ... 5.71 / 5.71 eV
<S²> ... 0.7583

---

Here is C22H26N5O5Ti as an isolated structure from OMol25. Energies are from ωB97M-V/def2-TZVPD.

Last column: natural (NBO) charge in e.
Element x y z (Å)
Ti  0.382  0.432  0.264  1.799
C  -0.895  -0.732  2.510  -0.306
C  -0.904  -1.269  1.194  -0.501
C  0.309  -1.989  1.019  -0.397
C  1.018  -1.931  2.238  -0.254
C  0.277  -1.171  3.150  -0.297
H  -1.700  -0.163  2.953  0.216
H  -1.769  -1.352  0.553  0.230
H  0.556  -2.563  0.137  0.262
H  1.991  -2.366  2.421  0.214
H  0.583  -0.915  4.156  0.210
O  1.256  3.952  -1.785  -0.594
C  0.650  3.011  -1.325  0.790
O  1.065  2.252  -0.342  -0.848
C  -0.758  2.691  -1.828  -0.337
C  -1.703  2.653  -0.619  0.100
C  -3.167  2.696  -1.040  -0.429
C  -3.367  1.278  -1.642  -0.417
C  -1.992  0.655  -1.444  0.081
O  -1.565  1.266  -0.173  -0.590
C  -0.980  1.259  -2.431  -0.364
C  0.272  0.391  -2.591  0.810
O  0.762  0.246  -3.688  -0.605
O  0.693  -0.242  -1.514  -0.818
H  -1.036  3.464  -2.540  0.247
H  -1.423  3.316  0.195  0.226
H  -3.353  3.501  -1.749  0.225
H  -3.806  2.849  -0.172  0.223
H  -3.640  1.293  -2.696  0.222
H  -4.125  0.713  -1.104  0.227
H  -1.964  -0.426  -1.349  0.260
H  -1.407  1.337  -3.428  0.250
N  2.084  3.510  4.389  -0.786
C  2.429  2.545  3.485  0.364
C  1.459  1.865  2.736  -0.010
N  1.804  0.956  1.849  -0.448
C  3.101  0.704  1.662  -0.040
C  4.046  1.386  2.402  0.043
N  3.723  2.296  3.312  -0.420
H  1.147  3.536  4.748  0.392
H  2.816  3.825  5.002  0.407
H  0.401  2.055  2.879  0.209
H  3.371  -0.039  0.925  0.225
H  5.102  1.194  2.259  0.209
C  -2.617  -1.360  -5.095  -0.643
C  -2.405  -2.044  -3.784  0.158
C  -3.276  -2.635  -2.897  -0.368
C  -2.473  -3.087  -1.821  0.138
N  -1.201  -2.777  -2.025  -0.283
N  -1.184  -2.155  -3.220  -0.351
C  -2.896  -3.815  -0.586  -0.645
H  -3.499  -1.758  -5.593  0.230
H  -1.759  -1.499  -5.753  0.232
H  -2.762  -0.286  -4.964  0.217
H  -4.343  -2.742  -3.017  0.224
H  -0.304  -1.838  -3.599  0.431
H  -3.316  -4.790  -0.837  0.222
H  -3.659  -3.258  -0.038  0.215
H  -2.040  -3.960  0.070  0.241

## Properties
Total charge ... 0
LUMO energy (spin up / spin down) ... -0.205 / -0.293 eV
Strongest force on any atom ... 0.5 eV Å⁻¹
2S+1 ... 2
Kohn-Sham gap (spin up / spin down) ... 7.52 / 7.76 eV
<S²> ... 0.7537

---

Here is CH4IPS as an isolated structure in a non-equilibrium geometry from OMol25. Energies are from ωB97M-V/def2-TZVPD.

Last column: natural (NBO) charge in e.
Element x y z (Å)
C  1.497  0.654  -1.946  -0.601
P  -0.865  -0.968  1.486  0.002
S  0.739  -0.322  -0.733  0.133
I  0.092  1.728  -3.088  0.136
H  2.466  1.131  -1.726  0.230
H  0.161  -0.574  2.445  -0.023
H  -0.397  -2.339  1.027  -0.021
H  -0.341  -0.849  -1.362  0.145

## Properties
Total charge ... 0
LUMO energy (spin up / spin down) ... -0.732 / -1.127 eV
Strongest force on any atom ... 1.8 eV Å⁻¹
Kohn-Sham gap (spin up / spin down) ... 7.50 / 6.85 eV

---

Here is C18H36FHfO18 as an isolated structure in a non-equilibrium geometry from OMol25. Energies are from ωB97M-V/def2-TZVPD.

Last column: Löwdin charge in e.
Element x y z (Å)
Hf  -1.569  -0.148  1.719  2.350
F  0.296  -0.074  0.508  -0.361
C  3.157  0.918  -6.215  -0.009
O  3.400  0.137  -5.052  0.019
C  2.644  0.264  -3.981  -0.605
O  1.625  0.919  -3.958  0.102
O  3.177  -0.440  -2.993  0.037
C  2.552  -0.378  -1.722  -0.052
H  3.827  0.510  -6.968  0.106
H  3.548  1.921  -6.025  0.107
H  2.107  0.936  -6.493  0.099
H  3.066  -1.087  -1.072  0.095
H  1.514  -0.706  -1.679  0.058
H  2.677  0.604  -1.270  0.085
C  -3.602  -3.606  -1.127  0.036
O  -2.297  -3.315  -1.659  0.046
C  -1.486  -2.491  -1.069  -0.590
O  -1.687  -1.836  -0.061  -0.027
O  -0.367  -2.343  -1.771  -0.007
C  -0.181  -3.088  -2.970  0.000
H  -3.665  -3.353  -0.068  0.092
H  -3.824  -4.663  -1.230  0.117
H  -4.371  -3.021  -1.629  0.113
H  -0.090  -4.160  -2.779  0.115
H  0.755  -2.788  -3.435  0.110
H  -0.964  -3.005  -3.723  0.115
C  -0.334  2.000  5.505  0.008
O  0.956  1.674  5.002  0.090
C  1.114  0.968  3.925  -0.557
O  0.184  0.470  3.279  -0.045
O  2.365  0.926  3.600  0.098
C  2.842  0.157  2.520  -0.001
H  -1.085  2.162  4.728  0.082
H  -0.325  2.942  6.048  0.119
H  -0.665  1.220  6.189  0.116
H  2.660  -0.921  2.554  0.095
H  3.929  0.192  2.579  0.125
H  2.540  0.482  1.526  0.076
C  1.464  2.966  0.296  0.010
O  0.282  3.752  0.378  0.088
C  -0.798  3.300  0.948  -0.542
O  -0.974  2.140  1.324  -0.043
O  -1.673  4.279  0.918  0.074
C  -2.988  4.076  1.448  0.017
H  1.962  2.569  1.176  0.096
H  2.186  3.637  -0.173  0.123
H  1.315  2.240  -0.506  0.079
H  -3.232  3.013  1.434  0.070
H  -3.688  4.621  0.823  0.117
H  -2.994  4.427  2.479  0.117
C  1.979  -3.344  4.706  0.039
O  0.829  -2.702  4.100  0.049
C  0.630  -2.764  2.813  -0.592
O  -0.176  -2.020  2.264  -0.043
O  1.381  -3.641  2.215  0.056
C  1.328  -3.825  0.792  0.037
H  1.832  -3.368  5.780  0.115
H  2.857  -2.775  4.402  0.106
H  2.128  -4.371  4.378  0.112
H  0.343  -4.039  0.376  0.098
H  1.889  -4.723  0.547  0.121
H  1.755  -2.953  0.302  0.100
C  -4.242  3.100  -2.004  0.044
O  -3.828  2.222  -0.937  0.050
C  -2.812  1.434  -1.044  -0.565
O  -2.527  0.593  -0.164  -0.072
O  -2.162  1.589  -2.141  0.072
C  -1.045  0.777  -2.576  0.060
H  -3.545  3.918  -2.182  0.118
H  -5.201  3.538  -1.748  0.118
H  -4.332  2.508  -2.912  0.117
H  -0.156  1.050  -2.015  0.086
H  -0.796  1.040  -3.602  0.109
H  -1.414  -0.243  -2.631  0.104

## Properties
Total charge ... +3
LUMO energy ... -11.670 eV
Strongest force on any atom ... 11.4 eV Å⁻¹
Kohn-Sham gap ... 5.29 eV

---

Number 1: E_tot -120276.3917 eV. Number 2: E_tot -129462.4708 eV. Number 3: E_tot -64041.6019 eV. Number 4: E_tot -29322.5117 eV. Number 5: E_tot -60103.2062 eV.